Density functional theory data (the ωB97M-V functional and the def2-TZVPD basis) for an isolated molecule of C3H7N3O.

Each line ends with the Mulliken charge.
CARTESIAN COORDINATES (ANGSTROEM)
C (2.17, 0.73, 0.29)  -0.839
N (1.44, -0.52, 0.42)  -0.153
C (0.13, -0.79, 0.22)  0.522
O (-0.19, -1.96, 0.41)  -0.714
N (-0.76, 0.17, -0.19)  -0.202
C (-2.09, -0.19, -0.39)  0.035
N (-2.93, 0.68, -0.77)  -0.643
H (1.90, 1.47, 1.06)  0.291
H (2.01, 1.20, -0.69)  0.290
H (3.25, 0.56, 0.38)  0.312
H (1.68, -1.49, 0.68)  0.257
H (-0.51, 1.14, -0.35)  0.234
H (-2.25, -1.25, -0.19)  0.340
H (-3.84, 0.24, -0.87)  0.268

Its total charge is 0. The spin multiplicity is 1. For the largest force on an atom, the calculation gives 2.01 eV/A. The LUMO energy comes out at 0.731 eV. As for the SMILES: [H]/N=C/NC(=O)NC. The energy above the lowest of the compared OMol25 structures with the same formula, charge and spin is 0.587 eV. The electronic energy is -9742.44622 eV.